Here is a 14-piece molecular cluster, C14H56N24O14 overall in a non-equilibrium geometry from the Open Molecules 2025 dataset. Energies are from wB97M-V/def2-TZVPD.

Results
- E_LUMO (eV) = 0.33
- energy relative to the best compared isomer or geometry (same formula, charge and spin) (kcal per mole) = 3.26
- multiplicity = 1

Atoms and positions in Å:
C  -8.3291  -18.7698  -13.1153
O  -8.7659  -19.3278  -14.1224
N  -7.1935  -19.3477  -12.5237
N  -8.7795  -17.5745  -12.5416
H  -6.8780  -19.2095  -11.5487
H  -6.9980  -20.2576  -12.9662
H  -9.5823  -17.1716  -13.0046
H  -8.5852  -17.2945  -11.5776
C  -11.0800  -10.8018  -10.1431
O  -11.2354  -11.9586  -10.5191
N  -10.6415  -9.8117  -10.9069
N  -11.3468  -10.5368  -8.8496
H  -10.4388  -9.9862  -11.8679
H  -10.3672  -8.9298  -10.5080
H  -11.8662  -11.2629  -8.4143
H  -11.7672  -9.6609  -8.6537
C  -6.5817  -9.7335  -12.1638
O  -7.4221  -8.8952  -11.9269
N  -6.8351  -10.8785  -12.9288
N  -5.2536  -9.4924  -11.7492
H  -7.7899  -10.8741  -13.3366
H  -6.0776  -11.2527  -13.3915
H  -4.7046  -10.3530  -11.6944
H  -5.0725  -8.8827  -10.9777
C  -14.0436  -13.7565  -10.8502
O  -13.3136  -14.0156  -9.8785
N  -14.6497  -14.7195  -11.5225
N  -14.0303  -12.4922  -11.3451
H  -15.3634  -14.5503  -12.2145
H  -14.6258  -15.6269  -11.0976
H  -13.2139  -12.0066  -10.9897
H  -14.2437  -12.2875  -12.2861
C  -7.8023  -19.4989  -9.1624
O  -6.7141  -19.0642  -9.3968
N  -7.8626  -20.7825  -8.8076
N  -8.9645  -18.8033  -9.0464
H  -7.0373  -21.3598  -8.7874
H  -8.6832  -21.3669  -8.6600
H  -9.8584  -19.2885  -9.2381
H  -8.9315  -17.8015  -9.1408
C  -9.6459  -12.7042  -13.8065
O  -9.5368  -11.4876  -13.5143
N  -8.5477  -13.5605  -13.7701
N  -10.8156  -13.2031  -14.3461
H  -8.7512  -14.5291  -13.6511
H  -7.9592  -13.2983  -12.9901
H  -11.6290  -12.8471  -13.9354
H  -10.9223  -14.1498  -14.6324
C  -15.0426  -16.7815  -8.3859
O  -15.1925  -17.0639  -9.5330
N  -13.9191  -16.7684  -7.7144
N  -16.1739  -16.4124  -7.6539
H  -13.7850  -16.0455  -7.0114
H  -13.0790  -16.9488  -8.3302
H  -16.1341  -16.6215  -6.6606
H  -17.0434  -16.7708  -8.0542
C  -12.1207  -19.3372  -10.8472
O  -11.8849  -19.0122  -9.6928
N  -11.3999  -20.2986  -11.5435
N  -13.0792  -18.5927  -11.6014
H  -10.5003  -20.6666  -11.2136
H  -11.4094  -20.2326  -12.5271
H  -13.6023  -18.0500  -10.9708
H  -13.3996  -19.1303  -12.4377
C  -6.0014  -15.0213  -11.0279
O  -6.4808  -14.1675  -11.7955
N  -5.3055  -14.6544  -9.8541
N  -6.0668  -16.3641  -11.2857
H  -5.2070  -13.6037  -9.7153
H  -5.5376  -15.3480  -9.0598
H  -6.6351  -16.7699  -12.0165
H  -5.9371  -17.0332  -10.5409
C  -6.6592  -11.3351  -9.4702
O  -5.4905  -11.5930  -9.4882
N  -7.6108  -12.2194  -10.0129
N  -7.0642  -10.2609  -8.8125
H  -7.1480  -12.8723  -10.7008
H  -8.6002  -11.8673  -10.1602
H  -7.9032  -9.7235  -9.0829
H  -6.1995  -9.7935  -8.6345
C  -10.0951  -16.5339  -15.7917
O  -10.2169  -16.0862  -14.6384
N  -9.7608  -17.8491  -16.0693
N  -10.4205  -15.7657  -16.8885
H  -9.3498  -18.4305  -15.2816
H  -9.9198  -18.2728  -16.9801
H  -11.0364  -14.9815  -16.7891
H  -10.0299  -15.9864  -17.7528
C  -9.8403  -15.3222  -9.8603
O  -8.6887  -15.8662  -9.8240
N  -10.9291  -15.9548  -10.4297
N  -10.1399  -14.1204  -9.3038
H  -10.9677  -16.9664  -10.5336
H  -11.8016  -15.4378  -10.2641
H  -11.0737  -13.7582  -9.4428
H  -9.3117  -13.6273  -9.0738
C  -13.4175  -19.2516  -15.5494
O  -13.9562  -19.6529  -14.3103
H  -13.6395  -18.1901  -15.6935
H  -12.3873  -19.3870  -15.5024
H  -13.8909  -19.8485  -16.3060
H  -14.2901  -20.5479  -14.4348
C  -11.9669  -13.7002  -5.6999
O  -12.7593  -14.7869  -5.2248
H  -11.4244  -13.8718  -6.6535
H  -12.6878  -12.9160  -5.9548
H  -11.2434  -13.3966  -4.8848
H  -12.1995  -15.2804  -4.6018